Entry 1:
ORCA calculation (ωB97M-V with the def2-TZVPD basis set) on a 2-piece molecular cluster, C2H3NS overall in a non-equilibrium geometry.

Last column: Mulliken charge in e.
Geometry (Å):
S (-2.642, 1.004, 0.082)  0.0217
N (-2.379, -0.490, 0.281)  -0.2940
C (1.302, 0.647, 0.007)  -0.3485
C (1.903, -0.383, -0.237)  -0.3553
H (-1.394, -0.939, 0.009)  0.2661
H (2.446, -1.095, -0.802)  0.3528
H (0.764, 1.256, 0.659)  0.3572

Computed properties:
- maximum force (eV/A) = 2.9
- SMILES string = C#C.N=S
- highest occupied orbital energy (alpha / beta) (eV) = -8.5 / -8.5
- frontier orbital gap (alpha / beta) (eV) = 7.4157 / 7.4142
- multiplicity = 1

Entry 2:
ORCA calculation (ωB97M-V with the def2-TZVPD basis set) on H12LiO6 as an isolated structure in a non-equilibrium geometry.

Last column: Mulliken charge in e.
Geometry (Å):
O (1.364, 0.866, 1.556)  -0.6853
O (-0.412, -1.430, 2.189)  -0.6410
O (-1.696, 0.107, -2.909)  -0.5842
O (1.034, 1.217, -1.306)  -0.5378
O (-1.631, 0.657, 0.256)  -0.5644
O (0.566, -1.967, -0.582)  -0.5884
Li (0.112, -0.197, 0.307)  0.9761
H (-1.898, -0.603, -2.437)  0.2938
H (-0.981, 0.558, -2.350)  0.3121
H (0.933, -1.701, -1.416)  0.3144
H (0.981, 1.951, -0.744)  0.2654
H (0.966, 1.016, 2.525)  0.3481
H (1.700, 1.733, 1.106)  0.3108
H (1.297, -2.565, -0.459)  0.2911
H (0.311, -2.150, 2.349)  0.3384
H (-2.179, 0.199, 0.950)  0.3250
H (-0.459, -0.671, 2.740)  0.2919
H (-1.623, 1.539, 0.260)  0.2639
H (1.616, 1.442, -2.034)  0.2699

Computed properties:
- maximum force (eV/A) = 6.9
- highest occupied orbital energy (eV) = -14.2
- net charge = +1
- frontier orbital gap (eV) = 10.2492
- multiplicity = 1

Entry 3:
ORCA calculation (ωB97M-V with the def2-TZVPD basis set) on C15H11N2O6RuS2 as an isolated structure.

Last column: Löwdin spin population.
Geometry (Å):
Ru (-1.424, 0.104, -1.687)  2.5319
S (-2.520, -1.856, -2.649)  0.0134
S (-1.400, 1.039, 1.284)  0.0233
O (-2.599, 1.093, 0.481)  0.0720
O (-3.540, -2.634, -3.223)  0.0089
O (-0.850, 2.197, 1.909)  0.0164
O (-1.163, -2.362, -2.488)  0.1165
O (-2.855, -1.231, -1.247)  0.1122
O (-2.278, -0.447, -3.353)  0.1162
N (-0.341, 0.569, 0.032)  0.3218
N (0.450, 0.717, -2.427)  0.0274
C (0.804, 0.717, -3.705)  0.0336
C (3.048, 1.338, -3.155)  0.0381
C (-2.229, -2.496, 2.910)  -0.0007
C (1.824, 1.341, 0.915)  0.1697
C (2.109, 1.024, -4.105)  -0.0110
C (-1.479, -0.295, 2.390)  0.0052
C (3.130, 1.676, 0.586)  -0.0011
C (-1.623, -2.386, 4.157)  0.0073
C (-2.169, -1.444, 2.013)  0.0064
C (2.689, 1.328, -1.791)  0.0144
C (0.922, 0.960, -0.103)  0.0656
C (1.376, 0.987, -1.473)  0.0716
C (3.571, 1.666, -0.725)  0.2228
C (-0.872, -0.166, 3.636)  0.0041
C (-0.952, -1.225, 4.522)  0.0007
H (2.351, 1.011, -5.158)  -0.0011
H (4.594, 1.928, -0.959)  0.0097
H (4.060, 1.594, -3.442)  0.0014
H (0.026, 0.463, -4.414)  0.0012
H (-0.501, -1.142, 5.501)  -0.0001
H (3.818, 1.947, 1.375)  -0.0038
H (-2.760, -3.397, 2.640)  -0.0002
H (-1.684, -3.211, 4.853)  0.0003
H (-0.373, 0.754, 3.908)  0.0002
H (1.497, 1.347, 1.944)  0.0060
H (-2.657, -1.508, 1.050)  -0.0003

Computed properties:
- maximum force (eV/A) = 0.3
- highest occupied orbital energy (alpha / beta) (eV) = -12.7 / -13.0
- net charge = +1
- frontier orbital gap (alpha / beta) (eV) = 7.9591 / 6.0638
- multiplicity = 5

Entry 4:
ORCA calculation (ωB97M-V with the def2-TZVPD basis set) on a 11-piece molecular cluster, C5H32N10O11 overall in a non-equilibrium geometry.

Last column: Mulliken charge in e.
Geometry (Å):
O (-10.590, 7.341, 14.400)  -0.6289
O (-14.913, 3.315, 11.530)  -0.6190
O (-15.435, 5.328, 4.420)  -0.6675
O (-14.987, 8.620, 5.452)  -0.5725
O (-17.302, 5.882, 12.736)  -0.5905
O (-18.632, 8.473, 9.097)  -0.5744
O (-13.665, 8.339, 10.340)  -0.6381
O (-11.698, 10.305, 10.413)  -0.6345
O (-16.672, 4.698, 9.467)  -0.6593
O (-18.253, 8.621, 12.016)  -0.5810
O (-11.401, 6.569, 9.622)  -0.6909
N (-14.340, 5.953, 6.300)  -0.2342
N (-13.859, 9.152, 7.369)  -0.2097
N (-14.955, 6.587, 10.991)  0.2552
N (-9.673, 6.326, 12.596)  -0.3879
N (-16.456, 5.022, 6.440)  -0.4974
N (-18.206, 6.559, 7.902)  -0.4477
N (-18.310, 8.617, 6.857)  -0.3858
N (-15.588, 7.936, 9.213)  0.5439
N (-15.744, 10.333, 6.722)  -0.4051
N (-11.954, 6.593, 12.686)  -0.2934
C (-14.693, 7.673, 10.195)  0.0792
C (-15.435, 5.444, 5.632)  0.4670
C (-10.753, 6.817, 13.315)  0.4749
C (-14.869, 9.324, 6.437)  0.4964
C (-18.402, 7.927, 8.036)  0.3955
H (-14.229, 5.939, 7.297)  0.1167
H (-10.665, 7.072, 9.987)  0.3361
H (-12.751, 7.151, 12.938)  0.2036
H (-16.428, 5.097, 7.442)  0.3101
H (-18.206, 8.247, 5.932)  0.1853
H (-17.766, 7.797, 12.107)  0.2940
H (-11.879, 6.335, 11.712)  0.2522
H (-9.826, 5.691, 11.833)  0.2267
H (-17.758, 6.209, 7.073)  0.3793
H (-13.319, 8.311, 7.299)  0.0734
H (-16.445, 7.427, 9.090)  -0.0542
H (-13.558, 6.247, 5.746)  0.1932
H (-11.961, 7.237, 9.204)  0.2696
H (-15.855, 6.147, 11.024)  0.1549
H (-12.472, 9.795, 10.709)  0.4324
H (-16.876, 5.794, 13.595)  0.2806
H (-17.258, 4.718, 5.920)  0.2383
H (-10.947, 9.733, 10.592)  0.2637
H (-17.516, 4.301, 9.707)  0.2584
H (-17.874, 9.200, 12.684)  0.2947
H (-17.960, 5.180, 12.718)  0.2631
H (-18.393, 9.596, 7.056)  0.2552
H (-8.763, 6.390, 13.009)  0.2035
H (-13.515, 10.019, 7.745)  0.1889
H (-15.857, 10.633, 7.675)  0.2629
H (-14.391, 3.764, 12.203)  0.2910
H (-16.529, 10.383, 6.105)  0.2275
H (-16.003, 4.108, 9.851)  0.1858
H (-15.452, 8.807, 8.725)  -0.1252
H (-14.100, 6.225, 11.369)  -0.0118
H (-15.669, 2.954, 12.006)  0.3172
H (-18.108, 6.036, 8.752)  0.2387

Computed properties:
- maximum force (eV/A) = 1.6
- SMILES string = NC(N)=O.NC(N)=O.NC(N)=O.NC(N)=O.NC(N)=O.O.O.O.O.O.O
- highest occupied orbital energy (eV) = -9.6
- frontier orbital gap (eV) = 8.8575
- multiplicity = 1

Entry 5:
ORCA calculation (ωB97M-V with the def2-TZVPD basis set) on a 5-piece molecular cluster, C4H14O3 overall in a non-equilibrium geometry.

Last column: Löwdin spin population.
Geometry (Å):
O (1.263, 2.377, -1.255)  -0.9416
O (0.264, 1.684, 0.979)  0.0057
O (0.800, -0.694, 3.067)  0.1182
C (-1.102, -0.590, -1.057)  0.3803
C (1.263, -1.514, -1.052)  0.0705
C (0.247, -0.416, -1.298)  0.3523
C (-1.881, 0.523, -0.429)  0.0990
H (-2.171, 0.334, 0.612)  0.0262
H (0.853, 1.903, 0.203)  -0.0027
H (2.060, -1.098, -0.481)  0.0007
H (0.603, 0.589, -1.511)  0.0126
H (-0.902, -1.855, 1.641)  0.6896
H (0.019, -0.122, 2.954)  0.0099
H (0.787, -2.242, -0.385)  0.0178
H (0.211, -1.366, 2.558)  0.0930
H (-2.797, 0.408, -1.060)  0.0355
H (0.788, 1.196, 1.624)  -0.0001
H (-1.504, -1.603, -1.034)  0.0247
H (0.840, 3.200, -1.567)  -0.0176
H (-1.135, 1.293, -0.520)  -0.0024
H (1.493, -2.007, -1.989)  0.0284

Computed properties:
- maximum force (eV/A) = 3.5
- highest occupied orbital energy (alpha / beta) (eV) = -15.0 / -15.0
- net charge = +1
- frontier orbital gap (alpha / beta) (eV) = 7.7232 / 7.0936
- multiplicity = 2

Entry 6:
ORCA calculation (ωB97M-V with the def2-TZVPD basis set) on a 2-piece molecular cluster, C2H3Cl2O2S overall.

Last column: Mulliken charge in e.
Geometry (Å):
Cl (-1.266, -1.591, -1.422)  -0.1972
Cl (-1.364, -1.507, 1.432)  -0.1893
S (-1.665, 1.067, -0.089)  0.5256
O (-0.975, 1.676, -1.236)  -0.5885
O (-1.301, 1.651, 1.212)  -0.5916
C (1.914, -0.145, 0.021)  -0.8401
C (-0.891, -0.664, -0.004)  0.0218
H (1.605, 0.527, -0.750)  0.2830
H (2.120, -1.170, -0.206)  0.2897
H (1.820, 0.155, 1.042)  0.2866

Computed properties:
- maximum force (eV/A) = 0.7
- highest occupied orbital energy (alpha / beta) (eV) = -3.6 / -3.9
- net charge = -1
- frontier orbital gap (alpha / beta) (eV) = 7.0147 / 7.0573
- multiplicity = 1

Entry 7:
ORCA calculation (ωB97M-V with the def2-TZVPD basis set) on a 17-piece molecular cluster, CH33O19 overall in a non-equilibrium geometry.

Last column: Mulliken charge in e.
Geometry (Å):
O (5.139, 7.358, -14.712)  0.5511
O (5.281, 4.508, -12.894)  -0.8909
O (7.344, 6.912, -14.437)  -0.7219
O (4.621, 7.835, -9.701)  -0.7245
O (3.171, 7.244, -16.883)  -0.6241
O (3.743, 5.201, -10.577)  -0.7554
O (2.697, 7.247, -13.519)  -0.6090
O (6.078, 7.048, -12.698)  0.4616
O (6.821, 5.095, -10.365)  -0.5980
O (5.155, 9.424, -12.047)  -0.7117
O (8.476, 4.388, -15.464)  -0.7355
O (6.822, 6.729, -17.101)  -0.7254
O (2.983, 9.880, -14.814)  -0.5461
O (2.816, 4.608, -14.264)  -0.7041
O (5.781, 9.781, -15.781)  -0.6896
O (9.955, 8.082, -14.299)  -0.7161
O (8.588, 7.104, -12.048)  -1.0220
O (7.331, 8.371, -9.965)  -0.7160
O (7.994, 4.196, -12.878)  -0.6978
C (6.218, 7.082, -13.941)  0.8534
H (7.026, 4.178, -12.868)  0.3102
H (4.684, 4.267, -12.144)  0.3692
H (5.946, 9.942, -12.258)  0.3506
H (3.925, 6.878, -16.408)  0.2872
H (7.707, 8.038, -10.769)  0.2974
H (4.287, 7.424, -14.227)  0.0067
H (5.390, 8.538, -12.292)  -0.0286
H (6.353, 5.893, -17.155)  0.2887
H (2.630, 6.370, -13.883)  0.3596
H (8.206, 4.180, -13.829)  0.4114
H (7.328, 5.220, -9.571)  0.2526
H (2.457, 7.200, -12.604)  0.2387
H (3.315, 10.717, -14.467)  0.2625
H (4.157, 6.065, -10.694)  0.3394
H (7.825, 7.228, -12.559)  0.3939
H (5.452, 10.391, -15.121)  0.2706
H (9.258, 8.060, -13.665)  0.3810
H (5.481, 5.469, -12.866)  -0.0197
H (7.999, 5.188, -15.309)  0.3712
H (3.740, 4.722, -13.999)  0.4291
H (6.963, 6.999, -16.151)  0.1649
H (3.036, 9.998, -15.768)  0.3021
H (9.517, 7.625, -15.008)  0.3184
H (3.858, 8.177, -10.159)  0.3156
H (9.224, 6.485, -12.490)  0.4029
H (3.126, 8.191, -16.755)  0.2582
H (4.290, 4.751, -9.965)  0.2927
H (5.462, 8.012, -10.111)  0.4153
H (2.597, 3.809, -13.814)  0.2822
H (7.100, 5.791, -10.955)  0.1878
H (5.696, 8.898, -15.368)  0.2334
H (8.066, 4.217, -16.327)  0.3329
H (7.602, 9.265, -10.008)  0.2437

Computed properties:
- maximum force (eV/A) = 3.8
- highest occupied orbital energy (eV) = -7.3
- net charge = -1
- frontier orbital gap (eV) = 9.7501
- multiplicity = 1

| no. | electronic energy (hartree) |
| --- | --- |
| 1 | -530.77979 |
| 2 | -465.97482 |
| 3 | -2030.10403 |
| 4 | -1585.08979 |
| 5 | -385.91939 |
| 6 | -1546.98524 |
| 7 | -1487.60342 |